A structure of composition C35H44CrN6O2SSeSi at a distorted geometry. Source: OMol25; level of theory: ωB97M-V/def2-TZVPD.

Element x y z (Å)
Cr: 0.56 0.52 -0.70
O: -5.01 -0.87 -1.29
C: -5.54 -1.34 -0.03
C: -4.80 -2.61 0.36
C: -5.31 -3.48 1.34
C: -4.59 -4.64 1.61
C: -3.43 -4.92 0.94
C: -2.93 -3.92 0.09
N: -3.58 -2.80 -0.17
H: -4.11 -1.21 -1.35
H: -6.60 -1.50 -0.26
H: -5.47 -0.57 0.75
H: -6.22 -3.23 1.83
H: -4.96 -5.36 2.32
H: -2.84 -5.82 1.14
H: -1.98 -4.08 -0.44
Se: -1.12 3.04 -7.74
N: -1.46 1.51 -6.83
C: -1.17 1.71 -5.58
C: -1.08 0.62 -4.65
C: -1.37 -0.70 -5.01
C: -1.34 -1.69 -4.00
C: -0.87 -1.37 -2.73
N: -0.47 -0.10 -2.41
C: -0.59 0.88 -3.34
C: -0.36 2.24 -2.90
N: 0.09 2.42 -1.58
C: 0.38 3.65 -1.21
C: 0.29 4.79 -2.00
C: -0.23 4.63 -3.29
C: -0.50 3.32 -3.78
C: -0.77 3.06 -5.18
N: -0.80 3.96 -6.20
H: -1.61 -0.93 -6.04
H: -1.65 -2.71 -4.25
H: -0.75 -2.10 -1.94
H: 0.73 3.79 -0.14
H: 0.74 5.68 -1.60
H: -0.39 5.50 -3.93
O: 1.20 -1.52 -0.56
N: 2.25 -1.91 -1.37
C: 2.48 -3.25 -1.44
C: 3.60 -3.71 -2.08
C: 4.39 -2.81 -2.76
C: 4.16 -1.45 -2.70
C: 3.10 -0.94 -1.91
S: 2.85 0.66 -1.71
H: 1.76 -3.86 -0.87
H: 3.72 -4.79 -2.11
H: 5.30 -3.15 -3.28
H: 4.82 -0.75 -3.23
C: -0.28 -1.62 2.42
C: 1.07 -0.99 2.73
C: 2.04 -2.12 2.27
C: 1.24 -0.80 4.25
Si: 1.07 0.75 1.85
C: -0.60 1.73 2.41
C: -1.14 1.46 3.83
C: -0.35 3.24 2.35
C: -1.71 1.40 1.42
C: 2.76 1.69 2.21
C: 2.93 2.83 1.17
C: 2.74 2.16 3.63
C: 3.91 0.71 2.09
H: -0.44 -2.54 3.01
H: -0.26 -2.01 1.38
H: -1.15 -0.99 2.48
H: 1.73 -3.08 2.68
H: 3.09 -1.96 2.55
H: 2.04 -2.25 1.18
H: 0.61 -1.55 4.80
H: 0.90 0.21 4.63
H: 2.26 -1.03 4.70
H: -0.61 2.00 4.61
H: -1.16 0.40 4.09
H: -2.22 1.81 3.87
H: 0.69 3.54 2.52
H: -0.96 3.75 3.11
H: -0.65 3.67 1.40
H: -1.94 0.31 1.35
H: -1.50 1.82 0.44
H: -2.66 1.90 1.83
H: 2.19 3.63 1.32
H: 2.89 2.48 0.14
H: 3.87 3.37 1.26
H: 1.89 2.79 3.88
H: 3.68 2.72 3.89
H: 2.75 1.30 4.31
H: 3.93 0.13 1.15
H: 3.99 0.00 2.91
H: 4.84 1.30 2.14

## Properties
Charge: -1
Highest occupied orbital energy (spin up / spin down), eV: -2.337 / -3.693
Spin multiplicity: 6
HOMO-LUMO gap (spin up / spin down), hartree: 0.16701 / 0.21670
Relative energy (zero: lowest compared OMol25 entry of this formula, charge and spin), kcal per mole: 19.42